ORCA calculation (the ωB97M-V functional and the def2-TZVPD basis) on a molecular structure, C25H18F5N5O2V.

```
! wB97M-V def2-TZVPD RIJCOSX def2/J DEFGRID3
* xyz 0 4
V -0.347 -0.008 -0.055
C -3.873 1.596 -2.451
C -3.593 2.949 -2.392
C -2.698 3.406 -1.436
C -2.105 2.490 -0.586
N -2.354 1.174 -0.661
C -3.227 0.745 -1.567
C -1.149 2.879 0.490
C -0.903 4.168 0.932
C -0.070 4.326 2.031
C 0.445 3.215 2.681
C 0.165 1.957 2.162
N -0.563 1.837 1.056
C 0.530 0.659 2.784
C 1.355 0.557 3.892
C 1.607 -0.696 4.426
C 1.022 -1.804 3.843
C 0.215 -1.617 2.731
N -0.028 -0.421 2.209
H -4.562 1.193 -3.180
H -4.059 3.642 -3.080
H -2.454 4.456 -1.370
H -3.387 -0.324 -1.608
H -1.357 5.024 0.457
H 0.149 5.316 2.406
H 1.040 3.333 3.575
H 1.807 1.437 4.326
H 2.255 -0.801 5.286
H 1.190 -2.801 4.228
H -0.242 -2.458 2.226
C 1.783 -5.023 -0.487
C 1.422 -3.676 -1.043
N 0.638 -3.493 -2.028
O 0.102 -4.693 -2.500
C 2.004 -2.447 -0.460
C 3.472 -2.351 -0.191
N 1.206 -1.468 -0.252
O 1.675 -0.297 0.170
H 0.914 -5.679 -0.502
H 2.154 -4.933 0.533
H 2.557 -5.497 -1.094
H -0.498 -4.383 -3.185
H 3.877 -3.308 0.140
H 3.660 -1.586 0.560
H 4.003 -2.063 -1.103
F -1.339 -1.292 -2.921
C -0.503 -0.249 -3.198
C -0.016 0.524 -2.166
C 0.764 1.584 -2.574
F 1.256 2.449 -1.642
C 1.075 1.862 -3.893
F 1.839 2.915 -4.232
C 0.577 1.037 -4.885
F 0.858 1.280 -6.173
C -0.228 -0.033 -4.536
F -0.729 -0.827 -5.497
*
```

Energy above the lowest of the compared OMol25 structures with the same formula, charge and spin (kJ/mol): 57.6
HOMO (spin up / spin down) (eV): -6.79 / -7.84